[1]
68
Properties=species:S:1:pos:R:3:forces:R:3:mulliken_spin:R:1 method="wB97M-V/def2-TZVPD" e_tot_ev=-60480.342 e_homo_ev="-16.31 / -16.98" e_above_lowest_kcal_mol=33.8 multiplicity=5 homo_lumo_gap_ev="6.1857 / 4.9015" total_charge=+3
Pt 0.4541 0.5664 -0.3121 -0.201 -0.242 0.022 1.10
C 4.8326 2.4387 0.3614 -0.065 -0.030 0.098 0.02
C 3.4021 2.0608 0.1372 -0.133 0.088 -0.060 -0.02
N 2.8566 0.8914 0.3707 0.134 0.226 -0.117 0.25
O 3.5852 -0.0879 0.8682 0.061 -0.048 0.088 0.12
C 2.4504 3.0152 -0.3668 0.149 -0.218 0.028 0.16
C 2.6519 4.4728 -0.4009 -0.069 0.037 -0.098 0.02
N 1.2839 2.4620 -0.8073 0.098 0.089 0.199 0.33
O 0.4010 3.1318 -1.3086 -0.180 0.129 -0.151 0.66
H 5.5017 1.5793 0.4017 0.025 0.006 -0.027 0.00
H 4.9442 2.9999 1.2930 -0.013 -0.018 0.000 -0.01
H 5.1884 3.0683 -0.4531 -0.007 -0.021 0.000 0.00
H 4.4958 0.2128 1.0612 -0.015 -0.039 0.014 0.00
H 3.7028 4.7299 -0.5169 -0.012 -0.007 0.008 0.01
H 2.3194 4.8894 0.5606 0.016 -0.001 -0.022 0.02
H 2.0548 4.9387 -1.1834 0.024 0.003 0.007 0.01
C -0.9871 -2.2631 0.9268 -0.028 0.169 0.013 0.05
C -2.1684 -1.3696 0.5449 0.109 -0.013 0.120 0.01
P -1.7695 0.4017 0.4633 0.005 -0.115 0.219 0.28
C -1.4866 1.0343 2.1084 0.042 0.022 -0.014 0.03
C -0.9046 2.3079 2.2226 -0.033 0.063 0.008 0.06
C -0.6935 2.8646 3.4731 0.027 0.007 -0.012 -0.01
C -1.0600 2.1573 4.6110 -0.008 -0.011 0.023 0.04
C -1.6403 0.8962 4.5032 -0.006 -0.033 -0.005 0.01
C -1.8478 0.3266 3.2578 0.069 -0.031 0.058 0.00
C -3.1472 1.2178 -0.3004 0.209 0.075 -0.110 0.01
C -3.8887 2.1649 0.4104 -0.029 -0.003 -0.010 0.02
C -5.0228 2.7046 -0.1735 -0.012 0.034 0.027 -0.01
C -5.3968 2.3225 -1.4543 0.005 -0.012 -0.046 0.03
C -4.6444 1.3916 -2.1680 -0.014 0.019 -0.029 -0.01
C -3.5131 0.8419 -1.5986 -0.011 0.037 -0.051 0.02
P 0.5406 -1.9195 -0.0154 -0.088 -0.343 -0.175 0.37
C 0.0795 -1.7121 -1.7505 0.188 0.172 -0.020 0.08
C 0.9082 -0.8165 -2.4857 -0.008 -0.076 -0.061 0.07
C 0.5897 -0.4743 -3.8060 0.008 0.042 0.150 -0.01
C -0.5108 -1.0477 -4.4025 -0.102 -0.063 0.011 0.05
C -1.3037 -1.9702 -3.6959 -0.006 0.011 -0.037 0.08
C -1.0330 -2.2801 -2.3773 -0.114 0.048 -0.067 -0.04
C 1.6019 -3.3704 0.1414 0.086 0.283 0.029 0.08
C 1.0839 -4.5689 -0.3600 0.019 -0.054 -0.075 0.02
C 1.8394 -5.7236 -0.2596 -0.019 -0.021 -0.008 0.01
C 3.1010 -5.6847 0.3265 -0.044 -0.042 -0.039 0.00
C 3.6096 -4.4941 0.8200 0.029 0.052 0.029 0.00
C 2.8631 -3.3283 0.7277 -0.003 0.037 0.116 0.02
H -1.2371 -3.3193 0.8133 -0.009 -0.033 -0.036 0.01
H -0.7035 -2.1235 1.9735 -0.026 -0.054 0.029 0.00
H -3.0020 -1.4847 1.2412 -0.008 -0.045 0.027 0.00
H -2.5567 -1.6244 -0.4385 -0.081 0.014 -0.034 0.00
H -0.6824 2.8836 1.3287 -0.011 0.004 0.023 0.00
H -0.2651 3.8542 3.5672 -0.023 -0.017 -0.016 0.00
H -0.9078 2.5939 5.5896 -0.003 -0.004 -0.015 0.00
H -1.9439 0.3631 5.3946 0.015 0.007 -0.014 0.00
H -2.3090 -0.6516 3.1959 -0.007 0.042 -0.007 0.00
H -3.6013 2.4625 1.4104 -0.025 -0.030 -0.005 0.00
H -5.6208 3.4185 0.3768 0.017 0.012 -0.021 0.00
H -6.2788 2.7570 -1.9058 -0.013 -0.028 0.007 0.00
H -4.9464 1.1003 -3.1652 0.005 0.027 0.011 0.00
H -2.9136 0.1320 -2.1612 -0.031 -0.008 0.036 0.00
H 1.8816 -0.5412 -2.0917 0.087 -0.053 -0.036 0.03
H 1.2287 0.1957 -4.3658 0.015 -0.021 0.017 0.00
H -0.7489 -0.8158 -5.4324 -0.016 -0.021 0.007 0.00
H -2.1347 -2.4521 -4.1970 0.030 0.021 0.003 0.00
H -1.6635 -2.9906 -1.8569 0.032 -0.002 -0.006 0.00
H 0.1090 -4.6129 -0.8335 0.022 0.004 0.018 0.00
H 1.4434 -6.6558 -0.6405 0.018 0.013 0.001 0.00
H 3.6884 -6.5906 0.3952 -0.017 0.001 0.008 0.00
H 4.5875 -4.4742 1.2827 -0.024 0.009 -0.016 0.00
H 3.2534 -2.4023 1.1251 -0.028 -0.045 -0.016 0.01

[2]
45
Properties=species:S:1:pos:R:3:forces:R:3:mulliken_spin:R:1 method="wB97M-V/def2-TZVPD" e_tot_ev=-67340.334 e_homo_ev="-3.80 / -4.84" e_above_lowest_kcal_mol=9.6 multiplicity=6 homo_lumo_gap_ev="6.3444 / 7.3674" total_charge=-1
Mn 0.9516 0.5040 0.1918 0.405 0.006 0.061 4.88
N 2.0816 -1.8238 0.1762 -0.111 0.121 -0.031 0.05
C 2.4403 -2.0103 -1.2349 0.035 -0.032 -0.047 -0.01
C 2.8743 -0.6952 -1.9114 -0.056 -0.085 -0.041 0.03
O 3.8026 -0.7552 -2.7337 0.018 0.019 -0.033 0.01
N 2.1697 0.3559 -1.5293 -0.153 0.071 0.224 -0.01
C 2.6096 1.6697 -1.9562 -0.134 0.009 -0.211 0.00
C 2.3308 2.7641 -0.9071 0.654 -0.054 0.263 0.02
O 2.6500 3.9168 -1.1907 -0.222 0.057 -0.116 0.01
O 1.8702 2.3755 0.2300 -0.213 0.029 -0.056 0.03
H 2.9074 -1.7764 0.7600 0.009 0.063 -0.013 0.00
H 1.5036 -2.5781 0.5242 0.016 -0.021 0.016 0.00
H 1.5541 -2.3860 -1.7551 0.023 0.002 -0.015 0.00
H 3.2469 -2.7310 -1.3952 -0.024 0.011 0.027 0.00
H 2.1126 1.9930 -2.8784 0.007 -0.039 -0.047 0.00
H 3.6816 1.6745 -2.1770 -0.034 0.033 0.045 0.00
F 0.5383 1.4124 5.7073 0.009 -0.004 -0.033 0.00
C 0.0455 0.8048 4.5965 -0.021 0.034 0.111 -0.01
C 0.7022 0.9311 3.3940 -0.014 -0.026 -0.128 -0.04
C 0.2140 0.2963 2.2453 -0.223 -0.067 0.045 0.14
C -0.9757 -0.4581 2.3708 -0.198 -0.243 -0.246 -0.16
C -1.6152 -0.5271 3.6102 0.068 0.029 -0.019 0.02
F -2.7929 -1.2012 3.7777 -0.004 -0.001 -0.046 0.00
C -1.1280 0.0866 4.7421 0.060 0.019 -0.073 0.01
C -1.4904 -1.1732 1.1531 0.220 0.250 -0.018 0.00
C -2.4795 -2.1659 1.1658 0.130 0.075 -0.150 0.00
C -2.8287 -2.7865 -0.0194 0.011 -0.018 -0.099 0.00
C -2.1994 -2.4336 -1.2079 -0.017 -0.009 0.079 0.00
C -1.2314 -1.4472 -1.1474 -0.113 -0.066 0.228 0.03
N -0.9008 -0.8345 -0.0150 -0.169 -0.119 0.335 -0.01
H 1.5955 1.5431 3.3445 0.011 0.012 0.032 0.01
H -1.6458 0.0166 5.6867 -0.004 0.001 0.012 0.00
H -2.9551 -2.4513 2.0879 0.003 -0.011 0.000 0.00
H -3.5899 -3.5572 -0.0074 0.001 -0.009 -0.043 0.00
H -2.4380 -2.9059 -2.1505 -0.036 -0.026 0.013 0.00
H -0.6813 -1.1316 -2.0267 -0.010 0.019 -0.040 0.00
C -1.2778 1.7161 -3.1427 -0.009 0.019 0.000 0.00
C -1.8105 1.9849 -1.7518 -0.049 0.009 0.045 0.00
O -0.6901 2.1205 -0.8909 0.070 -0.102 0.004 0.01
H -2.0913 1.5129 -3.8412 -0.018 0.002 0.001 0.00
H -0.6022 0.8611 -3.1288 0.026 -0.035 0.020 0.00
H -0.7054 2.5721 -3.4987 -0.008 0.020 0.000 0.00
H -2.4538 1.1642 -1.4107 0.016 -0.010 -0.019 0.00
H -2.4102 2.9008 -1.7421 0.017 0.003 -0.009 0.00
H -0.8890 2.6524 -0.1141 0.030 0.067 -0.029 0.00

[3]
19
Properties=species:S:1:pos:R:3:forces:R:3:mulliken_charge:R:1 method="wB97M-V/def2-TZVPD" e_tot_ev=-13650.129 e_homo_ev=-8.55 e_above_lowest_kcal_mol=64.0 smiles="N#C[C@@H]1C=CC=C[C@H]1B(O)O" multiplicity=1 homo_lumo_gap_ev=8.5114 total_charge=0
B 1.7189 -0.8952 0.1980 -1.807 -0.514 -0.002 0.67
C -2.2608 -1.1698 0.3503 1.756 1.436 0.243 0.17
C -0.3613 1.6376 -1.1150 1.084 0.826 -4.664 -0.05
C -1.0615 1.8919 0.0510 -1.631 1.663 2.963 -0.14
C 0.2287 0.5038 -1.4962 -1.617 -1.357 3.336 -0.83
C -1.3145 1.0026 1.0029 0.674 -2.092 -2.104 -0.72
C 0.2132 -0.6981 -0.5499 -0.943 -1.628 2.466 -0.23
C -1.0223 -0.4804 0.7658 1.843 -0.332 -1.489 0.02
N -3.2463 -1.5313 -0.0857 -1.440 -0.878 -0.462 -0.46
O 1.7915 -1.7449 1.2753 -0.198 -0.224 -0.359 -0.55
O 2.7606 -0.1934 -0.2773 3.480 0.015 -0.695 -0.55
H -0.4143 2.4419 -1.9135 0.413 -0.773 1.191 0.26
H -1.4421 2.9238 0.2242 0.390 -0.792 -0.243 0.29
H 0.7946 0.3664 -2.3441 0.921 0.062 -2.003 0.51
H -1.9647 1.1049 1.7947 -1.122 1.019 1.793 0.47
H -0.1435 -1.7791 -0.9894 1.084 2.825 0.651 0.28
H -0.7208 -0.9439 1.7266 0.384 0.081 -0.758 0.27
H 2.6802 -2.0208 1.5176 0.002 0.170 0.138 0.29
H 3.7642 -0.4161 -0.1351 -3.275 0.492 -0.002 0.31

[4]
56
Properties=species:S:1:pos:R:3:forces:R:3:mulliken_charge:R:1 method="wB97M-V/def2-TZVPD" e_tot_ev=-157701.636 e_homo_ev=-3.80 e_above_lowest_kcal_mol=1.8 multiplicity=1 homo_lumo_gap_ev=6.1552 total_charge=-1
Cu 1.0572 2.4216 0.1778 0.089 -0.038 -0.029 -0.51
O 4.1351 3.4121 -1.8820 -0.023 0.028 -0.006 -0.71
C 2.9651 3.0691 -1.7221 0.103 -0.125 0.099 0.44
O 2.5987 2.0722 -0.9938 -0.115 0.040 0.056 -0.58
C 1.9091 3.8122 -2.5466 -0.028 0.038 -0.109 0.33
C 2.3362 4.0933 -3.8500 -0.023 -0.009 0.026 -0.64
C 1.5402 4.7387 -4.7772 0.009 -0.003 0.003 -0.50
C 0.2701 5.1509 -4.3924 -0.028 0.007 0.001 -0.44
C -0.1671 4.9037 -3.1068 0.060 -0.027 -0.023 -0.74
C 0.6210 4.2313 -2.1545 -0.022 0.014 -0.042 0.78
S -0.1331 4.0736 -0.5568 -0.088 0.048 0.059 -0.44
H 3.3428 3.7929 -4.1094 0.003 -0.003 0.004 0.38
H 1.9087 4.9278 -5.7784 -0.005 0.000 -0.003 0.35
H -0.3785 5.6691 -5.0909 0.003 -0.004 0.002 0.33
H -1.1528 5.2311 -2.7989 -0.003 0.002 0.009 0.37
C 0.0139 -2.7115 -1.0621 0.057 -0.028 0.055 -1.86
C 0.4082 -1.3159 -0.5473 -0.047 0.076 0.017 2.46
C 1.9355 -1.1689 -0.6393 0.060 -0.056 -0.009 -1.74
C -0.1957 -0.2783 -1.5073 -0.040 -0.001 -0.046 -1.88
Si -0.2259 -1.0549 1.2421 -0.122 0.003 -0.121 0.40
Br 0.8843 0.7634 2.0548 0.112 -0.035 0.099 -0.16
C -2.0850 -0.5634 1.3471 0.030 0.067 0.013 2.48
C -2.9573 -1.5394 0.5413 0.028 -0.017 0.007 -1.79
C -2.5866 -0.5558 2.7982 0.030 0.003 0.008 -2.21
C -2.3167 0.8580 0.8030 0.007 -0.048 -0.018 -1.99
C 0.2556 -2.4694 2.4627 0.024 0.024 -0.005 2.26
C -0.7084 -3.6578 2.3154 -0.015 0.008 -0.025 -1.81
C 1.6782 -2.9787 2.1910 0.002 0.021 -0.028 -2.09
C 0.2418 -2.0032 3.9265 -0.017 -0.002 0.012 -1.88
H 0.3218 -2.7984 -2.1093 -0.003 0.015 0.003 0.54
H -1.0626 -2.8916 -1.0209 0.016 -0.003 0.004 0.29
H 0.5160 -3.5096 -0.5123 -0.016 -0.018 -0.010 0.30
H 2.2312 -1.3419 -1.6797 -0.007 0.017 0.000 0.54
H 2.4655 -1.8976 -0.0278 0.014 0.025 0.001 0.27
H 2.2814 -0.1669 -0.3832 -0.035 -0.007 -0.029 0.22
H 0.2749 -0.3990 -2.4884 0.008 -0.001 0.018 0.59
H -0.0132 0.7548 -1.1997 0.027 -0.035 -0.006 0.12
H -1.2702 -0.4128 -1.6404 0.008 -0.005 -0.013 0.37
H -2.8460 -2.5741 0.8730 -0.015 0.004 -0.022 0.28
H -2.7357 -1.4964 -0.5253 -0.016 -0.010 0.011 0.31
H -4.0104 -1.2643 0.6667 0.007 0.007 0.003 0.52
H -2.5873 -1.5467 3.2538 -0.001 0.004 -0.002 0.34
H -3.6187 -0.1892 2.8122 0.005 -0.001 -0.016 0.58
H -1.9932 0.1164 3.4222 -0.009 -0.018 0.005 0.37
H -2.0483 0.9673 -0.2446 -0.010 0.041 0.030 0.33
H -1.7536 1.6074 1.3584 -0.016 0.011 -0.009 0.31
H -3.3815 1.0984 0.9018 0.002 -0.011 -0.006 0.53
H -0.7710 -4.0141 1.2850 -0.012 -0.014 0.029 0.29
H -1.7171 -3.4154 2.6514 -0.002 0.004 -0.005 0.28
H -0.3502 -4.4910 2.9308 0.002 0.014 0.003 0.54
H 1.7625 -3.4766 1.2258 0.022 -0.003 0.000 0.33
H 1.9470 -3.7085 2.9634 -0.014 0.006 -0.003 0.58
H 2.4115 -2.1709 2.2262 0.000 -0.009 0.001 0.37
H -0.7164 -1.5937 4.2379 0.013 0.000 0.018 0.32
H 1.0066 -1.2477 4.1076 -0.013 0.001 0.006 0.37
H 0.4624 -2.8618 4.5716 0.001 0.002 -0.018 0.51

- Look up the multiplicity of the fourth one.
  1

- Which value of multiplicity does entry 4 give?
  1